Below is a 2-piece molecular cluster, C5H12O2 overall, with properties calculated with ωB97M-V/def2-TZVPD.

Values from the calculation:
HOMO-LUMO gap (alpha / beta) (eV): 2.6 / 9.8
HOMO energy (alpha / beta) (eV): 1.168 / -6.170
Charge: -1
LUMO (alpha / beta) (eV): 3.768 / 3.621
Relative energy (zero: lowest compared OMol25 entry of this formula, charge and spin) (kcal per mole): 36.48
Multiplicity: 2

Element x y z (Å)
C (1.27, 0.30, -0.72)
O (0.56, 0.87, -1.81)
C (0.60, 0.32, 0.62)
C (-0.74, -0.45, 0.73)
C (-1.08, -0.91, 2.10)
C (-0.57, -0.34, 3.22)
H (1.47, -0.72, -1.05)
H (2.20, 0.83, -0.63)
H (0.38, 1.80, -1.59)
H (0.42, 1.33, 0.94)
H (1.32, -0.18, 1.30)
H (-1.51, 0.31, 0.41)
H (-0.74, -1.22, -0.02)
H (-1.48, -1.93, 2.18)
H (-0.78, -0.71, 4.21)
H (0.24, 0.37, 3.28)
H (0.19, -0.08, -4.60)
H (-1.15, -0.04, -3.98)
O (-0.61, 0.46, -4.61)

Atomic partial charges in e from the Mulliken method, atoms 1 to 6:
1. C -2.49
2. O 1.92
3. C -0.97
4. C -1.10
5. C 0.29
6. C -0.96

***

Below is a 2-piece molecular cluster, C5H12O2 overall, with properties calculated with ωB97M-V/def2-TZVPD.

Values from the calculation:
HOMO-LUMO gap (eV): 8.6
HOMO energy (eV): -9.013
LUMO (eV): -0.461
Relative energy (zero: lowest compared OMol25 entry of this formula, charge and spin) (kcal per mole): 112.72

Element x y z (Å)
C (-1.53, -0.15, 2.29)
C (0.33, 0.13, 1.14)
C (-0.12, -0.42, -0.14)
O (-1.34, -0.03, -0.49)
C (0.97, 0.41, -1.06)
C (1.14, -0.39, -2.34)
O (0.39, 1.65, -1.26)
H (-2.33, 0.53, 2.62)
H (-1.81, -1.20, 2.45)
H (-0.70, 0.07, 2.97)
H (0.26, 1.22, 1.22)
H (1.08, -0.36, 1.75)
H (0.12, -1.50, -0.23)
H (-1.60, 0.01, 1.14)
H (1.95, 0.56, -0.58)
H (0.15, -0.58, -2.78)
H (1.75, 0.18, -3.05)
H (1.63, -1.36, -2.15)
H (-0.57, 1.44, -1.23)

Atomic partial charges in e from the Mulliken method, atoms 1 to 6:
1. C -1.11
2. C -0.90
3. C 0.45
4. O -0.89
5. C 0.05
6. C -1.35

***

Below is C5H12O2 in the gas phase, with properties calculated with ωB97M-V/def2-TZVPD.

Values from the calculation:
HOMO-LUMO gap (eV): 11.0
HOMO energy (eV): -9.907
SMILES string: COCC[C@H](C)O
LUMO (eV): 1.046
Relative energy (zero: lowest compared OMol25 entry of this formula, charge and spin) (kcal per mole): 32.53

Element x y z (Å)
C (-1.01, -1.80, 1.06)
O (-0.04, 0.73, 1.27)
C (-0.15, 0.96, -0.12)
C (0.07, 2.46, -0.27)
C (0.84, 0.09, -0.90)
C (0.64, -1.41, -0.68)
O (0.37, -1.74, 0.69)
H (-1.59, -0.87, 0.90)
H (-1.02, -1.97, 2.15)
H (-1.50, -2.62, 0.53)
H (-1.17, 0.71, -0.48)
H (1.05, 2.70, 0.16)
H (-0.69, 2.97, 0.33)
H (0.02, 2.82, -1.30)
H (1.86, 0.38, -0.58)
H (0.76, 0.29, -1.97)
H (-0.18, -1.80, -1.31)
H (1.55, -1.95, -0.98)
H (0.40, -0.13, 1.37)

Atomic partial charges in e from the Mulliken method, atoms 1 to 6:
1. C -0.70
2. O -0.62
3. C 0.53
4. C -1.54
5. C -0.78
6. C -0.42